[1]
{
  "formula": "C3H5NO2",
  "method": "the ωB97M-V functional and the def2-TZVPD basis",
  "elements": ["C", "N", "C", "O", "C", "O", "H", "H", "H", "H", "H"],
  "positions_angstrom": [[-1.604287, 0.105759, -1.165866], [-1.213498, 0.615110, 0.129366], [-0.127334, 0.329766, 0.676933], [0.861965, -0.541496, 0.169389], [2.045264, -0.437045, 0.836983], [2.289752, 0.403603, 1.655993], [-1.753226, 0.952892, -1.843734], [-2.573887, -0.393713, -1.070633], [-0.884330, -0.587320, -1.608746], [0.160851, 0.743723, 1.635781], [2.798730, -1.191277, 0.584538]],
  "atomic_forces_ev_per_a": [[0.0, -0.1, -0.2], [0.4, -0.2, 0.1], [-0.3, 0.2, 0.1], [0.1, 0.1, 0.1], [0.2, 0.5, 0.6], [0.0, -0.2, -0.2], [0.1, -0.1, 0.1], [0.2, 0.1, 0.0], [0.0, 0.0, 0.0], [-0.2, 0.0, -0.1], [-0.5, -0.2, -0.5]],
  "lowdin_charge": [-0.120, 0.019, -0.187, 0.023, -0.310, 0.072, 0.081, 0.079, 0.071, 0.126, 0.147],
  "smiles": "C/N=C\\OC=O",
  "spin_multiplicity": 1,
  "fmax_ev_per_a": 0.81,
  "e_homo_ev": -10.1,
  "relative_energy_kcal_mol": 31.77,
  "lumo_ev": 0.9,
  "energy_ha": -322.52371,
  "homo_lumo_gap_ev": 11.0347
}

[2]
{
  "formula": "C3H5NO2",
  "method": "the ωB97M-V functional and the def2-TZVPD basis",
  "elements": ["O", "C", "C", "N", "C", "O", "H", "H", "H", "H", "H"],
  "positions_angstrom": [[-0.328703, -1.464458, 0.981372], [0.376986, -0.652496, 0.160932], [-0.100160, -0.505874, -1.195380], [-0.248012, 0.812565, -0.664076], [-0.644235, 1.305491, 1.346375], [-0.381700, 2.422835, 1.348347], [-0.100603, -1.336733, 1.916023], [1.382118, -0.418879, 0.489512], [0.639503, -0.640493, -1.966799], [-1.058510, -0.985037, -1.372888], [0.463315, 1.463080, -1.043417]],
  "atomic_forces_ev_per_a": [[-0.1, 0.8, -0.1], [0.2, 0.3, -0.5], [0.3, -0.7, -0.7], [0.1, -0.7, 0.2], [-0.3, 1.8, 1.6], [-0.2, -0.7, 0.1], [-0.1, 0.3, -0.3], [0.0, 0.0, -0.4], [0.0, -0.2, -0.5], [0.1, -0.3, -0.2], [0.0, -0.6, 0.8]],
  "lowdin_charge": [0.022, -0.284, -0.233, -0.026, -0.066, 0.011, 0.110, 0.141, 0.111, 0.122, 0.094],
  "spin_multiplicity": 1,
  "fmax_ev_per_a": 2.44,
  "e_homo_ev": -9.2,
  "relative_energy_kcal_mol": 92.56,
  "lumo_ev": 0.7,
  "energy_ha": -322.42683,
  "homo_lumo_gap_ev": 9.9348
}

[3]
{
  "formula": "C3H5NO2",
  "method": "the ωB97M-V functional and the def2-TZVPD basis",
  "elements": ["C", "C", "C", "H", "H", "H", "H", "H", "N", "O", "O"],
  "positions_angstrom": [[-0.862194, 0.324541, -0.079869], [-0.612384, -0.708972, 0.902497], [0.857899, -0.693088, 0.362604], [1.460988, 0.951408, -2.138029], [-1.774110, 0.332618, -0.676038], [-0.849773, 1.411688, 0.195876], [-1.096932, -1.753938, 1.119218], [-0.388246, -0.115218, 1.871653], [0.314281, -0.230451, -1.030648], [0.971838, 1.153478, -1.336378], [1.978632, -0.672066, 0.809114]],
  "atomic_forces_ev_per_a": [[-1.8, 0.4, -4.3], [2.3, -1.0, 4.7], [1.0, 0.2, -1.2], [0.2, 0.1, -0.2], [-0.2, -0.7, 0.0], [1.2, -1.2, 0.2], [0.6, 2.4, -0.9], [-0.9, -1.6, -0.7], [0.4, 4.3, 3.4], [-0.4, -2.5, 0.0], [-2.4, -0.3, -1.0]],
  "lowdin_charge": [-0.192, -0.111, -0.366, 0.069, 0.103, 0.135, 0.156, 0.143, 0.038, -0.088, 0.114],
  "spin_multiplicity": 1,
  "fmax_ev_per_a": 5.51,
  "e_homo_ev": -9.8,
  "relative_energy_kcal_mol": 105.67,
  "lumo_ev": 0.7,
  "energy_ha": -322.40594,
  "homo_lumo_gap_ev": 10.5226
}

[4]
{
  "formula": "C3H5NO2",
  "method": "the ωB97M-V functional and the def2-TZVPD basis",
  "elements": ["N", "C", "O", "C", "C", "O", "H", "H", "H", "H", "H"],
  "positions_angstrom": [[1.956534, 0.366922, 0.703386], [0.851023, 0.618620, -0.117632], [1.115250, -0.710132, -0.048810], [-1.364554, -1.005405, 0.201658], [-1.323979, 0.291817, -0.082882], [-0.335000, 1.083928, 0.471471], [2.809268, 0.614588, 0.172295], [1.002673, 1.055022, -1.103287], [-0.860068, -1.404068, 1.073574], [-1.922061, -1.687638, -0.423331], [-1.929081, 0.776351, -0.846443]],
  "atomic_forces_ev_per_a": [[-0.2, -0.1, 0.0], [-0.5, 0.9, -0.2], [1.9, 0.5, 0.4], [-0.8, 0.2, 0.2], [-0.3, -0.6, -0.3], [0.4, -0.3, 0.1], [-0.4, -0.8, -0.1], [0.0, 0.2, 0.0], [0.2, 0.0, -0.4], [-0.5, 0.1, 0.2], [0.1, -0.1, 0.0]],
  "lowdin_charge": [0.178, -0.525, -0.002, 0.047, -0.211, -0.021, 0.109, 0.162, 0.080, 0.066, 0.117],
  "smiles": "C=CO[C@H]1NO1",
  "spin_multiplicity": 1,
  "fmax_ev_per_a": 2.03,
  "e_homo_ev": -9.7,
  "relative_energy_kcal_mol": 110.77,
  "lumo_ev": 0.9,
  "energy_ha": -322.39781,
  "homo_lumo_gap_ev": 10.5395
}

[5]
{
  "formula": "C3H5NO2",
  "method": "the ωB97M-V functional and the def2-TZVPD basis",
  "elements": ["N", "C", "C", "O", "C", "O", "H", "H", "H", "H", "H"],
  "positions_angstrom": [[-1.458695, -0.238227, 0.641293], [-0.533406, 0.460625, -0.176680], [0.883524, 0.961463, 0.282161], [1.500033, -0.278006, -0.313608], [0.303745, -0.652782, -0.666707], [-0.065232, -1.849012, -0.923928], [-0.964656, -0.567257, 1.475614], [-1.027937, -1.737266, -0.569606], [-1.012595, 1.118970, -0.911532], [1.316358, 1.841818, -0.194133], [1.058860, 0.939674, 1.357127]],
  "atomic_forces_ev_per_a": [[-0.1, 0.0, 0.3], [0.0, 0.1, -0.3], [0.0, 0.3, 0.3], [0.0, -0.1, -0.2], [0.1, -0.3, 0.1], [0.1, 0.3, 0.0], [-0.1, 0.0, 0.0], [0.0, 0.0, 0.0], [0.1, -0.1, 0.1], [-0.1, -0.1, 0.0], [0.0, -0.1, -0.1]],
  "lowdin_charge": [-0.056, -0.391, 0.003, 0.110, -0.389, 0.166, 0.008, 0.158, 0.143, 0.121, 0.127],
  "spin_multiplicity": 1,
  "fmax_ev_per_a": 0.44,
  "e_homo_ev": -7.6,
  "relative_energy_kcal_mol": 104.17,
  "lumo_ev": 0.5,
  "energy_ha": -322.40833,
  "homo_lumo_gap_ev": 8.0660
}

[6]
{
  "formula": "C3H5NO2",
  "method": "the ωB97M-V functional and the def2-TZVPD basis",
  "elements": ["O", "C", "C", "O", "C", "N", "H", "H", "H", "H", "H"],
  "positions_angstrom": [[-0.454029, 1.343210, 1.578983], [-0.295360, 0.909195, 0.246400], [0.316290, -0.509483, 0.187744], [-0.385289, -1.990956, -0.354205], [0.985914, -0.823942, -1.013868], [1.549510, -0.858100, -2.021264], [-0.773845, 2.259384, 1.577830], [-1.239394, 0.865096, -0.300874], [0.374906, 1.592985, -0.310746], [0.804791, -0.752225, 1.143633], [-0.984257, -1.916734, -1.132688]],
  "atomic_forces_ev_per_a": [[-0.1, -0.1, 0.0], [-0.3, -0.6, -0.6], [-0.9, -1.5, -0.6], [-1.4, 1.0, 2.1], [2.7, 1.9, -1.2], [0.0, -0.1, 0.0], [0.1, -0.4, -0.1], [-0.2, 0.2, 0.0], [-0.1, -0.5, 0.2], [-0.3, -0.4, -0.6], [0.5, 0.7, 0.8]],
  "lowdin_charge": [-0.054, -0.211, -0.076, -0.087, -0.350, 0.160, 0.103, 0.128, 0.139, 0.158, 0.090],
  "smiles": "N#C[C@H](O)CO",
  "spin_multiplicity": 1,
  "fmax_ev_per_a": 3.50,
  "e_homo_ev": -10.0,
  "relative_energy_kcal_mol": 90.32,
  "lumo_ev": 0.4,
  "energy_ha": -322.43040,
  "homo_lumo_gap_ev": 10.3859
}

[7]
{
  "formula": "C3H5NO2",
  "method": "the ωB97M-V functional and the def2-TZVPD basis",
  "elements": ["C", "C", "O", "C", "O", "N", "H", "H", "H", "H", "H"],
  "positions_angstrom": [[-1.782696, 0.662919, -0.020128], [-0.182374, -1.174287, -0.269492], [0.423055, -2.207375, -0.433098], [0.715748, 0.082020, 0.076320], [0.055522, 1.114091, 0.241160], [2.019989, -0.068101, 0.152631], [-2.210376, 0.009243, 0.729082], [-1.922923, 1.718087, 0.193543], [-2.050429, 0.388670, -1.032432], [2.343689, -1.017081, -0.022382], [2.675834, 0.669323, 0.365126]],
  "atomic_forces_ev_per_a": [[-0.4, 0.2, 0.0], [0.5, -0.5, -0.1], [-0.4, 0.5, 0.1], [0.1, 0.2, 0.0], [0.1, -0.3, -0.1], [-0.1, 0.0, 0.0], [0.1, 0.0, -0.1], [0.1, -0.1, 0.0], [0.1, 0.0, 0.1], [0.0, 0.1, 0.0], [-0.1, -0.1, 0.0]],
  "lowdin_charge": [0.071, -0.152, -0.012, -0.475, 0.017, 0.199, 0.035, 0.045, 0.035, 0.112, 0.126],
  "spin_multiplicity": 1,
  "fmax_ev_per_a": 0.71,
  "e_homo_ev": [-7.3, -7.3],
  "relative_energy_kcal_mol": 107.11,
  "lumo_ev": [0.5, 0.5],
  "energy_ha": -322.40364,
  "homo_lumo_gap_ev": [7.7882, 7.7900]
}

[8]
{
  "formula": "C3H5NO2",
  "method": "the ωB97M-V functional and the def2-TZVPD basis",
  "elements": ["C", "N", "C", "O", "C", "O", "H", "H", "H", "H", "H"],
  "positions_angstrom": [[-1.060348, 1.342957, -0.094140], [0.040920, 0.418561, -0.095833], [-0.050294, -0.887506, 0.153418], [-1.046157, -1.542161, 0.421809], [1.340678, -1.548957, 0.061485], [2.381891, -0.988689, -0.196852], [-1.971968, 0.785882, 0.131083], [-0.904694, 2.110293, 0.669282], [-1.154610, 1.814357, -1.076065], [0.986514, 0.709625, -0.294653], [1.160019, -2.608608, 0.279429]],
  "atomic_forces_ev_per_a": [[-0.2, 0.2, 0.0], [0.2, 0.0, 0.0], [0.0, 0.3, -0.1], [0.6, 0.2, -0.1], [-0.2, 0.0, 0.0], [-1.1, -0.6, 0.3], [0.1, 0.1, 0.0], [-0.1, 0.0, -0.1], [-0.1, 0.0, 0.1], [0.0, 0.3, 0.0], [0.8, -0.5, 0.0]],
  "lowdin_charge": [-0.053, 0.014, -0.482, 0.062, -0.138, 0.078, 0.089, 0.087, 0.087, 0.131, 0.124],
  "smiles": "CNC(=O)C=O",
  "spin_multiplicity": 1,
  "fmax_ev_per_a": 1.25,
  "e_homo_ev": -10.0,
  "relative_energy_kcal_mol": 19.22,
  "lumo_ev": -0.1,
  "energy_ha": -322.54371,
  "homo_lumo_gap_ev": 9.8837
}

Repeat the seventh record exactly.
{
  "formula": "C3H5NO2",
  "method": "the ωB97M-V functional and the def2-TZVPD basis",
  "elements": ["C", "C", "O", "C", "O", "N", "H", "H", "H", "H", "H"],
  "positions_angstrom": [[-1.782696, 0.662919, -0.020128], [-0.182374, -1.174287, -0.269492], [0.423055, -2.207375, -0.433098], [0.715748, 0.082020, 0.076320], [0.055522, 1.114091, 0.241160], [2.019989, -0.068101, 0.152631], [-2.210376, 0.009243, 0.729082], [-1.922923, 1.718087, 0.193543], [-2.050429, 0.388670, -1.032432], [2.343689, -1.017081, -0.022382], [2.675834, 0.669323, 0.365126]],
  "atomic_forces_ev_per_a": [[-0.4, 0.2, 0.0], [0.5, -0.5, -0.1], [-0.4, 0.5, 0.1], [0.1, 0.2, 0.0], [0.1, -0.3, -0.1], [-0.1, 0.0, 0.0], [0.1, 0.0, -0.1], [0.1, -0.1, 0.0], [0.1, 0.0, 0.1], [0.0, 0.1, 0.0], [-0.1, -0.1, 0.0]],
  "lowdin_charge": [0.071, -0.152, -0.012, -0.475, 0.017, 0.199, 0.035, 0.045, 0.035, 0.112, 0.126],
  "spin_multiplicity": 1,
  "fmax_ev_per_a": 0.71,
  "e_homo_ev": [-7.3, -7.3],
  "relative_energy_kcal_mol": 107.11,
  "lumo_ev": [0.5, 0.5],
  "energy_ha": -322.40364,
  "homo_lumo_gap_ev": [7.7882, 7.7900]
}